Model P:
ORCA calculation (wB97M-V/def2-TZVPD) on the molecule C4H8S2.

**Molar mass**: 120.24 g mol⁻¹
**E_HOMO**: -0.318 Eh
**Orbital gap**: 0.3386 Ha
**SMILES**: CS/C=C\SC

```
14
Properties=species:S:1:pos:R:3:lowdin_charge:R:1
C -1.985 -0.378 1.106 -0.4390
C -0.658 1.074 -0.666 -0.5404
C 0.532 1.297 -0.135 -0.5477
C 2.071 -0.999 -0.638 -0.3883
H -1.120 -0.480 1.713 -0.0161
H -2.662 -1.251 1.333 0.0507
H -2.550 0.572 1.375 0.0666
H -1.192 1.949 -1.034 0.0660
H 1.010 2.306 -0.338 0.0877
H 1.261 -1.455 -1.241 0.0258
H 2.676 -0.491 -1.376 0.0248
H 2.676 -1.809 -0.194 0.0358
S -1.549 -0.444 -0.625 0.7871
S 1.492 0.108 0.722 0.7870
```



Model Q:
ORCA calculation (wB97M-V/def2-TZVPD) on a structure of composition C4H8S2.

**Molar mass**: 120.24 g mol⁻¹
**E_HOMO**: -0.313 Eh
**Orbital gap**: 0.3355 Ha

```
14
Properties=species:S:1:pos:R:3:lowdin_charge:R:1
C -3.034 0.358 0.308 -0.3111
C -0.381 -0.218 -0.036 -0.8294
C 2.072 0.045 -0.318 -0.5315
C 3.398 -0.303 -0.118 -0.1964
H -4.040 0.146 0.096 -0.0227
H -2.692 0.582 1.454 0.0958
H -2.934 1.160 -0.346 -0.0124
H -0.188 0.446 -0.976 0.0522
H -0.825 0.229 0.934 0.0214
H 1.820 1.107 -1.024 0.1579
H 4.293 0.402 -0.624 0.0951
H 3.604 -1.301 0.831 0.1481
S -2.055 -1.307 -0.423 0.5852
S 0.960 -1.346 0.243 0.7477
```



Model R:
ORCA calculation (wB97M-V/def2-TZVPD) on a cluster of 2 separate species, C4H8S2 in total.

**Molar mass**: 120.24 g mol⁻¹
**E_HOMO (spin up / spin down)**: -0.271 / -0.261 Eh
**Orbital gap (spin up / spin down)**: 0.2916 / 0.2738 Ha

```
14
Properties=species:S:1:pos:R:3:lowdin_charge:R:1
C -1.336 -0.931 -1.730 -0.4621
C -0.323 -1.176 -0.714 -0.5168
C 0.074 1.221 1.253 -0.2106
C 1.026 0.792 0.199 -0.6069
S -1.916 -1.204 -0.023 0.7737
S 2.532 0.040 0.590 0.7351
H -1.492 0.080 -2.080 0.0592
H -1.601 -1.696 -2.456 0.0636
H 0.341 -2.023 -0.652 0.0475
H 0.366 2.183 1.680 0.0793
H 0.021 0.488 2.055 0.0665
H -0.923 1.336 0.828 0.0479
H 1.077 1.356 -0.718 0.0500
H 2.154 -0.467 1.767 -0.1264
```



The structure with the most favorable energy is model P; the runner-up is 245.1 kJ/mol above it.



Model P:
ORCA calculation (wB97M-V/def2-TZVPD) on the ion C3H7N2OS with charge +1.

**Molar mass**: 119.17 g mol⁻¹
**E_HOMO**: -0.517 Eh
**Charge**: +1
**Orbital gap**: 0.3322 Ha
**SMILES**: C/C=N/[C@]1([NH3+])OS1

```
14
Properties=species:S:1:pos:R:3:lowdin_charge:R:1
C -0.959 0.962 0.105 -0.2389
C 1.372 -0.288 0.171 -0.8577
C -2.391 1.137 -0.083 -0.0698
N -0.403 -0.168 -0.160 0.1417
N 1.715 -1.723 -0.183 0.1762
O 1.936 0.297 1.240 -0.2175
S 2.492 0.817 -0.389 1.0676
H -0.495 1.752 0.533 0.0903
H -2.649 1.669 -0.969 0.0739
H -3.084 0.195 -0.090 0.1288
H -2.781 1.745 0.795 0.1124
H 1.011 -2.428 0.129 0.1707
H 2.623 -2.203 0.167 0.2179
H 1.614 -1.765 -1.266 0.2045
```



Model Q:
ORCA calculation (wB97M-V/def2-TZVPD) on a cluster of 2 separate species, C3H7N2OS in total.

**Molar mass**: 119.17 g mol⁻¹
**E_HOMO**: -0.446 Eh
**Charge**: +1
**Orbital gap**: 0.2800 Ha

```
14
Properties=species:S:1:pos:R:3:lowdin_charge:R:1
C 1.555 -1.177 0.330 -0.1231
C -2.435 0.419 0.027 -0.5840
C -2.003 1.771 0.039 -0.0859
N 2.873 -1.106 0.150 0.1475
N 0.681 -0.625 -0.456 -0.0983
O -0.608 -0.778 -0.331 -0.2636
S -3.320 -0.809 0.085 1.0781
H 1.173 -1.739 1.173 0.1639
H -1.793 2.083 1.067 0.1220
H -1.095 1.915 -0.549 0.1021
H -2.794 2.414 -0.364 0.1183
H 3.490 -1.603 0.767 0.1215
H 3.274 -0.656 -0.657 0.1234
H 1.002 -0.111 -1.281 0.1780
```



The structure with the most favorable energy is model Q; the runner-up is 100.6 kJ/mol above it.



Model P:
ORCA calculation (wB97M-V/def2-TZVPD) on a cluster of 2 separate species, C2H7S2 in total.

**Molar mass**: 95.21 g mol⁻¹
**E_HOMO**: -0.111 Eh
**Charge**: -1
**Orbital gap**: 0.2460 Ha

```
11
Properties=species:S:1:pos:R:3:lowdin_charge:R:1
S 4.011 1.022 -0.875 -0.1328
H 4.456 0.489 0.171 -0.5085
C -1.906 -0.757 0.334 -0.2084
C -0.891 0.306 -0.162 -0.5918
S 0.852 0.034 0.581 0.4813
H -2.563 -0.265 1.052 0.0537
H -1.414 -1.693 0.604 0.0452
H -2.608 -1.056 -0.464 0.0520
H -0.866 0.426 -1.289 0.0733
H -1.118 1.239 0.320 0.0082
H 2.047 0.255 -0.273 -0.2722
```



Model Q:
ORCA calculation (wB97M-V/def2-TZVPD) on a cluster of 2 separate species, C2H7S2 in total.

**Molar mass**: 95.21 g mol⁻¹
**E_HOMO**: -0.094 Eh
**Charge**: -1
**Orbital gap**: 0.2305 Ha

```
11
Properties=species:S:1:pos:R:3:lowdin_charge:R:1
C 1.468 -0.048 2.110 -0.7571
S 0.672 1.279 1.245 0.1524
H 1.239 -1.053 1.702 -0.0051
H 2.573 -0.142 2.092 -0.0054
H 1.249 -0.061 3.183 -0.0197
H 0.348 0.659 -0.705 -0.2676
C -1.654 -0.101 -1.932 -0.5503
S 0.107 -0.444 -1.625 0.4405
H -1.734 0.958 -1.719 0.0054
H -1.870 -0.360 -2.970 -0.0056
H -2.397 -0.685 -1.380 0.0125
```



Model R:
ORCA calculation (wB97M-V/def2-TZVPD) on a cluster of 2 separate species, C2H7S2 in total.

**Molar mass**: 95.21 g mol⁻¹
**E_HOMO**: -0.111 Eh
**Charge**: -1
**Orbital gap**: 0.2470 Ha

```
11
Properties=species:S:1:pos:R:3:lowdin_charge:R:1
S -1.565 2.786 0.749 -0.1728
H -2.137 2.388 1.892 -0.4454
C 0.300 -1.598 -0.101 -0.2457
C 0.469 -0.269 -0.827 -0.7133
S 1.362 0.849 0.229 0.5363
H 1.305 -1.952 0.197 0.0516
H -0.381 -1.561 0.801 0.0864
H -0.144 -2.205 -0.869 0.0383
H -0.593 0.185 -0.912 0.0638
H 1.005 -0.350 -1.879 0.0884
H 0.379 1.728 0.720 -0.2876
```



The structure with the most favorable energy is model R; the runner-up is 38.7 kJ/mol above it.



Model P:
ORCA calculation (wB97M-V/def2-TZVPD) on a cluster of 2 separate species, C6H15N2S in total.

**Molar mass**: 147.27 g mol⁻¹
**E_HOMO**: -0.469 Eh
**Charge**: +1
**Orbital gap**: 0.3530 Ha

```
24
Properties=species:S:1:pos:R:3:lowdin_charge:R:1
C -1.354 -1.384 0.304 -0.2675
C 1.315 1.988 0.505 -0.0816
C -1.001 1.953 -0.584 -0.0434
C 2.514 -1.858 -0.356 -0.3708
C 0.345 -0.199 -0.054 -0.3996
C -0.044 1.186 0.330 -0.5180
N -2.345 -1.302 -0.529 0.1752
N -1.316 -2.137 1.347 0.1390
S 1.689 -0.853 0.880 0.9210
H 0.959 3.011 0.798 0.1104
H 1.806 1.780 -0.496 0.1107
H 1.836 1.447 1.248 -0.0021
H -1.849 1.281 -0.750 0.0651
H -0.402 2.260 -1.416 0.0851
H -1.142 2.805 0.033 0.0767
H 1.907 -2.444 -1.124 0.0843
H 3.214 -2.530 0.139 0.0355
H 3.261 -1.093 -0.757 0.0637
H 0.405 -0.374 -1.162 0.1251
H -0.474 1.284 1.403 0.1661
H -2.424 -0.605 -1.257 0.1163
H -3.082 -1.972 -0.511 0.1230
H -0.436 -2.023 1.880 0.0816
H -2.070 -2.778 1.836 0.2042
```



Model Q:
ORCA calculation (wB97M-V/def2-TZVPD) on a cluster of 2 separate species, C6H15N2S in total.

**Molar mass**: 147.27 g mol⁻¹
**E_HOMO**: -0.486 Eh
**Charge**: +1
**Orbital gap**: 0.3570 Ha

```
24
Properties=species:S:1:pos:R:3:lowdin_charge:R:1
C 2.823 0.991 -0.360 -0.1738
C 0.644 -0.083 -0.492 -0.4964
C -1.120 -1.882 -0.715 -0.0242
C -1.814 0.506 -0.420 -0.0583
C -0.729 -0.649 1.465 -0.0528
C -0.760 -0.518 -0.035 -0.6717
N 3.132 -0.143 0.330 -0.3472
N 1.158 1.257 -0.069 0.0342
S 2.002 -1.307 -0.113 1.0085
H 3.356 1.870 0.022 0.1446
H 2.718 0.785 -1.424 0.1145
H 0.581 0.047 -1.989 0.2458
H -2.026 -2.358 -0.479 0.0916
H -0.384 -2.489 -0.377 0.0222
H -1.116 -1.878 -1.767 0.0839
H -2.780 -0.065 -0.312 0.1172
H -1.803 1.472 0.169 0.1118
H -1.682 0.604 -1.469 0.0652
H -0.133 0.205 1.881 0.0886
H -0.299 -1.675 1.655 0.1013
H -1.809 -0.591 1.697 0.1071
H 3.158 -0.053 1.325 0.0904
H 0.943 1.530 0.923 0.1600
H 0.726 2.107 -0.682 0.2374
```



The structure with the most favorable energy is model P; the runner-up is 103.9 kJ/mol above it.



Model P:
ORCA calculation (wB97M-V/def2-TZVPD) on a cluster of 2 separate species, S2 in total.

**Molar mass**: 64.13 g mol⁻¹
**E_HOMO**: -0.349 Eh
**Orbital gap**: 0.1566 Ha

```
2
Properties=species:S:1:pos:R:3:lowdin_charge:R:1
S 0.000 0.000 1.732 0.0000
S 0.000 0.000 -1.732 0.0000
```



Model Q:
ORCA calculation (wB97M-V/def2-TZVPD) on the molecule S2.

**Molar mass**: 64.13 g mol⁻¹
**E_HOMO**: -0.329 Eh
**Orbital gap**: 0.2091 Ha

```
2
Properties=species:S:1:pos:R:3:lowdin_charge:R:1
S -1.063 0.083 -0.080 0.0000
S 1.063 -0.083 0.080 0.0000
```



Model R:
ORCA calculation (wB97M-V/def2-TZVPD) on a cluster of 2 separate species, S2 in total.

**Molar mass**: 64.13 g mol⁻¹
**E_HOMO**: -0.348 Eh
**Orbital gap**: 0.1533 Ha

```
2
Properties=species:S:1:pos:R:3:lowdin_charge:R:1
S 0.000 0.000 1.763 0.0000
S 0.000 0.000 -1.763 0.0000
```



Model S:
ORCA calculation (wB97M-V/def2-TZVPD) on a structure of composition S2.

**Molar mass**: 64.13 g mol⁻¹
**E_HOMO**: -0.366 Eh
**Orbital gap**: 0.1983 Ha

```
2
Properties=species:S:1:pos:R:3:lowdin_charge:R:1
S 0.473 1.299 0.246 0.0000
S -0.473 -1.299 -0.246 0.0000
```



The structure with the most favorable energy is model Q; the runner-up is 363.5 kJ/mol above it.



Model P:
ORCA calculation (wB97M-V/def2-TZVPD) on a cluster of 2 separate species, S2 in total.

**Molar mass**: 64.13 g mol⁻¹
**E_HOMO**: -0.349 Eh
**Orbital gap**: 0.1557 Ha

```
2
Properties=species:S:1:pos:R:3:lowdin_charge:R:1
S 0.000 0.000 1.740 0.0000
S 0.000 0.000 -1.740 0.0000
```



Model Q:
ORCA calculation (wB97M-V/def2-TZVPD) on a cluster of 2 separate species, S2 in total.

**Molar mass**: 64.13 g mol⁻¹
**E_HOMO**: -0.360 Eh
**Orbital gap**: 0.1794 Ha

```
2
Properties=species:S:1:pos:R:3:lowdin_charge:R:1
S 0.000 0.000 1.549 0.0000
S 0.000 0.000 -1.549 0.0000
```



The structure with the most favorable energy is model Q; the runner-up is 129.5 kJ/mol above it.



Model P:
ORCA calculation (wB97M-V/def2-TZVPD) on the molecule C5H6N2O.

**Molar mass**: 110.12 g mol⁻¹
**E_HOMO**: -0.353 Eh
**Orbital gap**: 0.3742 Ha
**SMILES**: O=C1CN=CN2C[C@@H]12

```
14
Properties=species:S:1:pos:R:3:lowdin_charge:R:1
C -1.192 0.064 -0.034 -0.3232
C -0.404 1.404 0.271 -0.1203
C 1.640 0.452 -0.321 -0.2123
C 0.675 -1.529 0.725 -0.0284
C -0.318 -1.036 -0.256 -0.2697
H -0.565 1.715 1.294 0.1165
H -0.870 2.185 -0.239 0.0939
H 2.700 0.565 -0.560 0.1165
H 0.646 -2.614 1.013 0.1207
H 0.873 -0.738 1.629 0.1659
H -0.859 -1.922 -0.800 0.1893
N 1.056 1.525 0.109 0.0663
N 1.091 -0.820 -0.589 0.0070
O -2.420 -0.033 -0.161 0.0777
```



Model Q:
ORCA calculation (wB97M-V/def2-TZVPD) on the molecule C5H6N2O.

**Molar mass**: 110.12 g mol⁻¹
**E_HOMO**: -0.330 Eh
**Orbital gap**: 0.3440 Ha
**SMILES**: [H]/N=C1\CC(=O)NC1=C

```
14
Properties=species:S:1:pos:R:3:lowdin_charge:R:1
C -0.216 -0.010 1.532 -0.0370
N 1.310 0.579 -0.234 0.1301
C 1.232 -0.060 1.018 -0.4229
C -0.964 -0.098 0.252 -0.2789
C 0.228 0.026 -0.857 -0.2951
C 0.018 0.015 -2.174 0.0552
N -2.083 -0.631 0.023 0.1517
O 2.198 -0.306 1.730 0.0782
H 2.208 0.715 -0.681 0.1644
H -2.871 -0.461 0.653 0.0701
H -0.426 0.940 2.031 0.1368
H -0.419 -0.865 2.178 0.1335
H -0.942 -0.274 -2.589 0.0574
H 0.727 0.430 -2.882 0.0565
```



The structure with the most favorable energy is model Q; the runner-up is 119.4 kJ/mol above it.